[1]
101
Properties=species:S:1:pos:R:3:mulliken_charge:R:1 method="wB97M-V/def2-TZVPD" smiles="C[C@@H](F)[C@@H]1[C@@H](CCCNCc2ccccc2O)CCOS1(=O)=O.CCO.CCO.CCO.CCO.CCO.CCO" e_tot_ha=-2407.46251 multiplicity=1 e_homo_ev=-8.23
H -1.974 3.608 1.485 0.3411
H -0.709 3.098 -5.337 0.3274
H 4.346 -1.257 -0.903 0.3387
C -1.537 1.326 2.032 -0.0847
O 1.170 1.060 2.854 -0.5857
H -7.246 -3.342 3.337 0.4026
H 0.492 -5.319 -4.060 0.2582
H -4.987 -3.718 1.294 0.1681
H 2.281 9.316 0.111 0.2733
H 5.648 -6.501 -1.841 0.2990
H 1.564 10.623 -0.861 0.3318
C -2.216 2.333 -0.390 -1.0442
C -0.612 0.708 5.169 -0.4135
C 0.198 -4.769 -5.905 -0.1938
C -2.441 0.480 3.103 -0.2425
C -3.499 -0.583 2.450 -0.6388
H 3.290 6.819 0.994 0.2382
H 4.837 -4.111 -0.529 0.2379
H 7.486 -4.826 -1.537 0.2544
C -0.368 -4.088 1.689 -0.6957
H 3.662 4.597 3.077 0.2777
C -0.837 -3.722 -5.548 -0.9540
O -2.436 1.981 -3.632 -0.4876
C 5.435 -5.428 -1.835 -0.0974
H 2.517 -2.575 -2.611 0.3010
H -3.923 -1.984 0.694 0.2291
N -1.721 -3.496 1.310 -0.2056
C 0.913 -3.374 0.942 0.4035
O 2.162 5.115 0.928 -0.3579
H 6.461 -3.565 -2.210 0.2860
C 2.001 -2.593 1.940 -0.3978
H -3.074 1.620 -0.818 0.2577
C 6.664 -4.640 -2.236 -0.9820
O 0.042 -4.089 -1.485 -0.5340
C 4.043 5.371 2.403 -1.0950
H 4.605 -5.237 -2.522 0.1694
H -2.816 2.404 -4.421 0.2810
H -3.100 1.286 3.689 0.4297
H 2.364 7.158 -0.937 0.2426
H -1.138 1.940 -0.680 0.1953
O 0.406 3.410 2.536 -0.7839
H 1.397 9.061 -2.817 0.2856
H 0.720 2.216 -4.749 0.3338
H 1.859 -2.552 3.115 0.2150
H 1.816 4.451 1.550 0.2762
H -4.508 0.024 2.257 0.3100
C 2.904 6.062 1.682 -0.0446
S -0.067 2.023 3.036 1.1975
H -3.785 -1.408 3.249 0.1981
H -1.228 -1.945 -0.128 -0.1287
H -1.443 -4.051 -4.698 0.2495
H 0.501 8.416 -1.427 0.2474
C -0.268 2.594 -4.471 -1.0703
H -0.351 -2.787 -5.251 0.2058
H -6.154 -2.078 2.784 0.1688
O 1.049 -5.008 -4.794 -0.4748
C 1.106 -3.383 -0.718 0.6030
H 0.816 -4.427 -6.741 0.3037
H -0.247 -3.918 2.864 0.2763
C 2.158 9.706 -0.905 -0.9395
C -6.640 -3.013 2.486 -0.9437
H -2.378 -3.712 2.090 0.1610
H -2.355 3.356 -0.980 0.3495
H 6.990 -4.913 -3.244 0.3316
C 3.284 -1.814 1.245 -0.3596
H -3.059 -0.404 0.139 -0.0398
H -7.301 -2.814 1.638 0.3045
H -0.728 0.981 -3.115 0.1807
H -5.311 -4.610 3.975 0.3137
H -0.217 -3.551 -2.301 0.3019
H 0.481 0.240 5.234 0.2823
O 5.033 -5.064 -0.522 -0.4902
H -6.082 -5.002 1.843 0.3677
H -1.498 -3.523 -6.396 0.3669
H -1.019 0.670 6.291 0.3335
O -0.575 2.096 4.676 -0.3927
H 4.705 4.873 1.688 0.2767
H -1.046 0.697 1.178 0.0707
H -0.910 -1.412 1.718 -0.1308
C -5.605 -4.060 2.130 -0.1288
C 2.393 -2.603 -1.431 -0.4013
H 2.230 6.552 2.392 0.2411
H -0.278 -5.243 1.482 0.3446
C -3.065 -1.218 1.006 -0.1898
H -0.902 -1.169 3.884 -0.2220
C 3.456 -1.830 -0.397 -0.6873
C -2.389 2.537 1.260 0.5122
H 3.159 9.951 -1.274 0.2442
O 2.288 7.497 -1.846 -0.4896
C -1.162 1.468 -3.993 -0.0751
C 1.498 8.676 -1.798 -0.2065
H -0.150 3.350 -3.688 0.2615
F -3.839 2.516 1.560 -0.3929
H -2.373 -0.788 5.001 0.5011
H 4.628 6.089 2.985 0.3398
C -1.636 -2.020 0.991 0.0644
H -1.295 0.714 -4.775 0.2803
C -1.563 -0.289 4.280 -0.2798
H 4.033 -1.232 1.962 0.2992
H -0.279 -5.711 -6.191 0.2603
O -4.754 -4.299 3.241 -0.5218

=====

[2]
118
Properties=species:S:1:pos:R:3:mulliken_charge:R:1 method="wB97M-V/def2-TZVPD" smiles="CCOCCOCCOCc1c(OCC)c(CCN)c(CN)c2c1C(=O)c1c(S)c(C(F)(F)C(F)(F)F)c(COC)c(I)c1C2=O.CCCC#N.CCCC#N.CCCC#N" e_tot_ha=-3630.13964 multiplicity=1 e_homo_ev=-8.97
C 1.331 3.859 -1.266 -0.4454
C 1.178 -5.553 -2.832 -1.0658
C -3.791 -1.202 -0.474 -1.2042
C -0.069 1.831 -2.015 -1.4265
C -1.338 -1.669 0.003 0.1606
H -2.764 -0.860 2.278 0.2319
H 3.829 -2.235 1.218 -0.0840
C 2.568 5.920 -0.663 -2.0679
H -5.232 0.397 -0.275 0.5198
C 4.337 -2.397 2.182 0.4069
N -3.304 0.819 -3.275 -0.5476
H 2.117 -2.564 3.062 0.3322
H -9.917 -4.807 1.748 0.3632
H 6.314 -2.877 2.825 0.3511
C -2.840 -1.881 2.660 -1.1044
H -3.840 -2.307 2.576 0.1296
C 1.645 -7.713 -1.560 -0.4739
H -3.913 -2.226 -0.120 0.5290
C 2.443 4.392 -0.636 0.6937
H -7.846 -5.700 -0.328 0.3440
C -2.312 -0.839 -0.563 0.5582
H -0.785 -2.522 2.442 -0.0016
H 6.433 -3.445 -1.136 0.4051
H 4.157 -1.488 2.790 0.3097
C -1.111 8.190 -0.051 0.2012
C 0.020 -1.391 -0.083 0.5133
I -0.141 5.125 -2.148 0.1036
H -2.014 10.759 0.027 0.2996
H 5.833 -1.885 -0.569 0.0288
H 2.389 6.205 -1.709 0.7266
C -0.577 0.590 -1.309 1.2560
C 1.896 -4.163 1.543 -0.3007
H -6.477 -0.382 1.240 0.3150
H 0.152 9.138 -1.422 0.2276
H 2.434 -8.308 -1.100 0.2955
O -0.577 2.203 -3.049 -0.5256
N -8.749 -1.913 1.880 -0.5595
C 2.074 1.674 -0.782 -0.4271
F 5.278 3.419 1.483 -0.2664
H 3.721 0.520 1.658 0.1311
F 5.247 4.382 -1.682 -0.2409
C 0.376 -0.228 -0.751 0.2706
H -2.618 -1.836 3.735 0.4859
H -4.202 -1.162 -1.490 0.4530
H 1.982 5.568 1.902 0.2590
C 0.639 -7.392 -0.539 0.2980
O 3.883 -3.555 2.832 -0.4713
H 1.810 -2.481 -0.364 0.6622
C 1.170 5.951 1.276 -0.7022
C -8.416 -4.917 0.176 -0.5495
C 5.621 4.727 -0.447 0.8142
H 2.721 -5.849 -1.369 0.0922
C -2.970 1.215 -1.894 -1.1401
C 7.955 -2.175 -0.291 -1.1744
H -4.262 0.496 -3.305 0.3144
C -1.457 10.490 -0.873 -0.5391
H 0.672 -6.097 -3.633 0.3868
H 2.125 -4.190 3.724 0.3843
H 0.254 9.746 0.232 0.3206
H 2.997 -6.693 -2.885 0.3180
H 0.638 6.697 1.874 0.3793
H 1.176 -8.318 -2.337 0.3160
H 2.708 -4.091 0.800 0.2129
F 6.797 4.103 -0.251 -0.2697
S 4.347 1.012 0.562 -0.2314
C 1.120 2.497 -1.351 1.3675
H 8.323 -2.102 -1.322 0.4159
C -2.439 10.069 -1.961 -1.1351
H -9.062 -4.457 -0.574 0.3104
C -9.282 -5.549 1.260 -1.1760
H 1.642 -4.667 -3.265 0.3154
H -5.300 -0.777 2.228 0.2550
O 6.124 -3.382 0.860 -0.4138
C 5.832 -2.487 1.919 -0.7264
H 1.640 -5.218 1.658 0.4335
C -1.771 -2.777 2.042 -0.1120
C 3.172 2.190 -0.125 0.8112
H -2.691 0.088 -3.609 0.2945
H -8.667 -6.030 2.024 0.2922
F 4.238 5.288 1.405 -0.2740
C -4.651 -0.234 0.404 -1.2660
H -3.973 0.416 0.970 0.4772
H 8.640 -2.842 0.239 0.2731
H -1.914 9.804 -2.881 0.2837
C 4.581 4.207 0.661 0.5162
C 2.230 -6.427 -2.156 -0.1885
H -9.939 -6.306 0.830 0.3432
C 1.160 -2.223 0.482 -1.1094
N -5.625 -0.934 1.278 -0.4408
H -1.977 -3.798 2.378 0.4486
C -1.934 0.320 -1.240 0.5992
H -3.892 1.288 -1.322 0.2514
H -0.923 11.385 -1.198 0.3294
C 3.383 3.562 -0.027 -0.0758
C 2.459 -3.594 2.871 -0.7099
C -0.435 9.398 -0.539 -0.1610
H 0.424 -5.212 -2.120 0.2055
H -3.127 10.884 -2.188 0.3401
O 1.606 6.621 0.105 -0.1829
H -2.556 2.229 -1.920 0.2952
C -7.439 -3.872 0.726 -0.0023
H -6.766 -4.323 1.456 0.2717
O 2.678 -0.626 -1.241 -0.6171
O 0.770 -3.436 1.085 -0.2634
H -3.039 9.213 -1.649 0.3480
C 6.516 -2.715 -0.325 0.0585
C -8.168 -2.773 1.372 0.3054
C 1.824 0.181 -0.942 -0.0015
H -6.832 -3.457 -0.079 0.0394
N -0.144 -7.129 0.263 -0.4659
H 7.988 -1.159 0.116 0.2681
O -1.760 -2.825 0.613 -0.6761
H 3.585 6.257 -0.453 0.2080
H 0.439 5.156 1.075 0.2933
N -1.642 7.240 0.332 -0.4947
F 5.860 6.029 -0.359 -0.2294
H 6.257 -1.493 1.730 0.2741
H 1.712 -1.611 1.212 0.2155

=====

[3]
65
Properties=species:S:1:pos:R:3:mulliken_charge:R:1 method="wB97M-V/def2-TZVPD" total_charge=+4 e_tot_ha=-2795.57234 relative_energy_kj_mol=86.93 multiplicity=1 e_homo_ev=-19.81
H -2.605 -4.056 4.409 0.4629
H 3.609 -0.617 -5.080 0.4614
H -1.995 -5.744 0.505 0.4740
H 0.570 1.976 -3.956 0.3521
C 3.675 -2.277 -2.122 -0.6628
H 3.062 -3.648 1.165 0.3479
C -2.128 -4.871 1.132 -0.9090
C 1.031 2.550 3.871 -0.5072
H -0.649 3.652 -5.262 0.4703
H -2.380 5.054 -4.180 0.4468
C -2.124 4.161 -2.251 -0.5825
C 1.870 0.261 2.631 0.0614
C -2.506 -2.648 2.800 -0.3109
H 1.629 0.380 -4.042 0.4521
C 1.933 1.704 4.519 -0.5215
C 2.194 -0.862 1.746 -0.0490
H 4.908 -2.341 -3.874 0.4370
C -1.438 3.218 -1.494 0.2127
C -2.469 -3.921 3.345 -0.7634
C -1.703 4.372 0.796 -0.5134
H 0.884 -0.381 -1.792 0.5501
H 4.215 -2.469 0.478 0.4353
C 2.367 0.536 3.890 -0.5032
N 0.992 1.056 2.008 0.2276
H -2.662 4.689 1.193 0.4061
O -1.187 -0.455 0.105 -0.2186
C -3.645 -1.074 -0.636 -1.0379
C 1.857 -0.731 -2.205 0.0889
Ti 0.249 0.528 0.070 0.0679
C -0.192 2.567 -3.478 -0.9128
H 0.101 1.676 -1.549 -0.4273
H -1.203 5.196 0.291 0.3723
C -2.283 -5.020 2.516 -0.4418
C 2.112 -2.104 -0.139 0.4418
C -1.742 3.063 -0.034 0.1789
C 3.324 -0.914 -4.080 -0.8176
N -0.712 2.228 0.650 0.4890
C -2.182 -3.619 0.560 -0.2796
H -2.880 4.786 -1.789 0.5066
C -1.845 4.312 -3.603 -0.8824
H 2.303 1.959 5.505 0.5363
C 2.212 -0.333 -3.483 -0.7761
H 1.297 -2.828 -0.220 0.3390
H -3.347 -1.931 -1.233 0.3623
H -3.580 -0.140 -1.194 0.4189
H 0.691 3.472 4.328 0.6033
C 0.590 2.179 2.617 0.1211
H 4.245 -3.054 -1.628 0.4826
H -2.094 -3.509 -0.513 0.2967
H -2.685 -1.785 3.430 0.4621
H 3.079 -0.131 4.361 0.6016
N 1.590 -0.903 0.589 0.6348
C 3.200 -2.624 0.833 -0.4745
C 2.582 -1.691 -1.505 0.3514
H -2.709 2.568 0.097 0.3665
C -2.372 -2.516 1.410 1.0716
O 3.054 -1.759 2.029 -0.3542
C -0.879 3.523 -4.212 -0.7461
S -2.634 -0.920 0.823 0.2242
C 4.048 -1.883 -3.404 -0.8690
H -4.662 -1.205 -0.256 0.5024
C -0.490 2.431 -2.133 2.0801
O -0.856 4.017 1.964 -0.3492
C -0.365 2.864 1.740 0.0385
H -2.270 -6.014 2.945 0.4735